{
  "formula": "C6H27O11",
  "method": "ωB97M-V with the def2-TZVPD basis set",
  "orbital_gap_ev": [8.69, 5.28],
  "s_squared": 0.7526,
  "multiplicity": 2,
  "energy_ha": -1072.3525,
  "homo_energy_ev": [-10.101, -10.092],
  "symbols": ["O", "O", "O", "O", "O", "H", "H", "H", "H", "C", "C", "H", "O", "H", "H", "H", "O", "H", "H", "H", "H", "H", "H", "H", "H", "H", "C", "H", "H", "H", "H", "C", "O", "H", "O", "C", "H", "H", "H", "H", "O", "C", "O", "H"],
  "positions_angstrom": [[-3.3469, -1.8766, 1.8876], [0.6873, 2.9711, -2.0404], [-0.5582, 3.9250, 0.0895], [-3.0260, -3.3524, -0.5007], [-1.2480, 3.2742, 2.4675], [0.0942, -4.7647, 1.7597], [-2.0900, -3.3640, -0.2821], [1.2840, -0.1533, -4.0106], [4.3724, -0.3338, 0.1133], [-0.2536, -0.6011, 1.0619], [1.5534, 0.5371, -3.2059], [-2.5163, -1.4194, 2.1026], [-0.6293, -4.1607, 1.8991], [1.7787, -2.7881, 0.4288], [1.0943, 1.0078, 1.2658], [-2.9834, 1.4570, 0.5284], [-1.2195, -0.2601, 1.7850], [-0.4718, 3.3195, 0.8626], [-1.0944, 2.7883, 3.2822], [-0.4067, -3.2779, 1.5521], [2.3288, 0.8671, -0.6943], [1.5239, 3.4093, -2.2112], [1.8241, -0.8280, -0.3506], [-2.6725, 0.8638, 1.8486], [-0.1891, 1.3135, 0.0124], [-1.5123, 3.9282, -0.0448], [1.4894, 0.1764, -0.6686], [1.1452, 1.5076, -3.5199], [4.7692, -0.9008, -1.1918], [0.2513, 3.4533, -1.2834], [-3.3940, -2.6296, 0.0365], [-0.4981, -0.2087, -2.0787], [0.2612, -1.7369, 0.9930], [-3.0640, -2.8004, 1.8662], [4.9796, -0.1856, -0.6196], [0.4832, 0.5998, 0.4674], [2.6544, -2.0354, 1.3891], [-2.1620, 3.0847, 2.1874], [-1.1390, -0.5166, -1.2635], [2.6215, 0.6900, -3.0927], [2.7147, -2.6536, 0.6547], [0.8663, 0.1057, -1.9822], [-3.1889, 1.6059, 1.4573], [-1.1134, -0.0373, -2.9579]],
  "forces_ev_per_a": [[-0.048, -0.483, -0.037], [-0.272, 0.082, 0.292], [-0.037, -0.514, -0.174], [-0.144, 0.280, -0.331], [0.115, 0.301, 0.268], [0.391, 0.016, -0.151], [0.060, -0.136, 0.201], [0.316, -0.022, -0.111], [0.160, 0.023, 0.135], [-0.060, 0.864, 1.808], [-0.038, -0.321, -0.403], [0.096, 0.284, -0.103], [-0.891, 0.100, 0.084], [0.259, 0.136, 0.274], [-0.194, 0.382, 0.113], [-0.262, 0.118, -0.078], [0.030, -0.376, -0.394], [-0.027, 0.690, 0.005], [-0.180, -0.118, -0.044], [0.455, -0.142, 0.179], [0.241, -0.230, -0.207], [0.030, 0.211, 0.094], [0.171, -0.099, -0.276], [-0.148, 0.466, -0.100], [-0.220, 0.399, 0.565], [-0.001, 0.267, -0.076], [-0.458, 0.487, 0.744], [-0.250, -0.176, 0.214], [-0.087, -1.069, -0.867], [0.260, -0.211, -0.298], [0.153, -0.123, -0.047], [-1.387, -0.070, -0.123], [-0.415, 0.039, -0.821], [-0.208, -0.103, 0.310], [-0.078, 0.948, 0.733], [0.839, -1.158, -1.612], [-0.106, -0.181, 0.186], [0.175, -0.487, 0.263], [0.478, -0.222, 0.404], [0.099, -0.313, 0.074], [0.256, -0.055, -0.422], [0.159, 0.867, 0.118], [0.140, -0.335, -0.023], [0.629, -0.018, -0.366]],
  "mulliken_spin": [0.00, 0.00, 0.00, 0.00, 0.00, 0.00, 0.00, 0.01, 0.00, 0.00, 0.04, 0.00, 0.00, 0.00, -0.01, 0.00, 0.00, 0.00, 0.00, 0.00, 0.00, 0.00, 0.05, 0.00, -0.01, 0.00, 0.06, 0.03, 0.00, 0.00, 0.00, 0.36, 0.00, 0.00, 0.00, 0.07, 0.00, 0.00, 0.15, 0.00, 0.00, 0.26, 0.00, -0.01]
}